[1]
Molecular formula: C16H31BFNO10S
Method: DFT, wB97M-V/def2-TZVPD

```
! RIJCOSX wB97M-V def2-TZVPD def2/J DEFGRID3
* xyz 0 1
C 1.609 -1.374 2.785
C 3.078 -1.160 2.285
C 3.341 -1.738 0.835
N 2.639 -0.850 -0.111
C 2.509 -1.381 -1.494
B 2.920 -0.189 -2.510
O 2.062 0.341 -3.511
O 4.226 0.366 -2.478
C 4.366 1.403 -1.487
C 3.170 2.412 -1.398
O 3.454 -2.457 -1.671
C 2.836 -3.670 -2.009
O 3.312 -4.753 -2.076
O 1.516 -3.333 -2.275
C 1.109 -2.097 -1.627
F 0.624 -2.588 -0.402
O 0.152 -1.595 -2.495
C -1.199 -1.949 -2.136
C -1.820 -0.947 -1.068
C -1.045 0.431 -1.059
C -3.371 -0.806 -1.323
C -4.175 -0.545 0.031
C -3.747 0.258 -2.431
H 1.355 -0.744 3.678
H 0.831 -1.107 2.015
H 1.469 -2.467 2.986
H 3.793 -1.618 3.022
H 3.353 -0.069 2.226
H 4.438 -1.762 0.637
H 2.931 -2.790 0.852
H 1.754 -0.508 0.261
H 1.263 0.637 -3.025
H 5.274 2.004 -1.764
H 4.539 0.972 -0.471
H 2.765 2.719 -2.399
H 2.342 2.073 -0.716
H 3.560 3.360 -0.932
H -1.337 -3.019 -1.853
H -1.811 -1.794 -3.068
H -1.697 -1.383 -0.037
H -0.104 0.342 -0.453
H -1.688 1.223 -0.589
H -0.751 0.777 -2.085
H -3.721 -1.815 -1.685
H -4.150 -1.517 0.590
H -5.232 -0.267 -0.193
H -3.665 0.221 0.668
H -4.201 1.146 -1.919
H -4.575 -0.190 -3.046
H -2.892 0.563 -3.079
O -1.397 1.044 2.499
S -2.145 2.234 2.263
O -2.236 2.843 0.979
O -1.676 3.346 3.335
C -2.799 3.779 4.108
C -3.740 2.589 4.136
O -3.641 2.016 2.829
H -3.254 4.633 3.601
H -2.480 4.077 5.106
H -4.767 2.874 4.352
H -3.410 1.840 4.860
*
```

SMILES string	CCCN[C@@]1(B(O)OCC)OC(=O)O[C@]1(F)OC[C@@H](C)C(C)C.O=S1(=O)OCCO1
E	-1958.32578	hartree
orbital gap	9.24	eV
HOMO level	-9.0322	eV



[2]
Molecular formula: C16H31BeBrFLiMgN2O10S2
Method: DFT, wB97M-V/def2-TZVPD

```
! RIJCOSX wB97M-V def2-TZVPD def2/J DEFGRID3
* xyz 0 1
C -1.303 -1.229 -0.199
O -1.420 -0.035 -0.980
C -1.661 1.118 -0.187
C -2.877 1.929 -0.820
C -3.944 2.362 0.287
C -5.392 1.876 -0.118
C -5.372 0.252 -0.132
C -6.854 -0.424 -0.245
S -6.568 -2.261 -0.390
N -5.621 -2.448 -1.807
H -0.244 -1.563 -0.045
H -1.790 -2.060 -0.783
H -1.814 -1.189 0.790
H -1.802 0.918 0.901
H -0.767 1.795 -0.312
H -3.314 1.255 -1.592
H -2.481 2.880 -1.242
H -3.683 1.807 1.227
H -3.908 3.464 0.474
H -5.728 2.303 -1.122
H -6.146 2.173 0.667
H -4.890 -0.057 0.825
H -4.768 -0.140 -0.983
H -7.436 -0.013 -1.126
H -7.446 -0.173 0.671
H -5.740 -2.699 0.729
H -5.961 -1.899 -2.593
H -5.460 -3.424 -2.042
O -0.164 -3.044 2.053
S -0.151 -2.590 3.437
O -0.902 -1.348 3.569
O 1.294 -2.336 3.844
O -0.721 -3.616 4.303
C 4.058 -1.230 -1.109
C 2.863 -1.973 -0.571
O 2.333 -1.648 0.468
C 2.352 -3.139 -1.377
H 4.315 -0.419 -0.428
H 4.906 -1.904 -1.186
H 3.822 -0.806 -2.087
H 3.131 -3.898 -1.468
H 2.042 -2.799 -2.367
H 1.491 -3.577 -0.872
Li -7.084 3.843 1.153
O -0.375 3.365 -1.771
H -0.852 3.046 -2.563
Mg -7.056 1.223 -2.129
O -8.711 3.857 3.903
H -7.914 4.124 4.371
Be 2.729 -2.351 4.620
C 9.459 2.716 -0.389
C 8.838 2.091 -1.464
C 8.177 0.886 -1.278
C 8.140 0.320 -0.012
C 8.764 0.932 1.066
C 9.426 2.135 0.872
N 7.421 -0.940 0.192
O 6.902 -1.459 -0.778
O 7.379 -1.395 1.320
H 9.970 3.660 -0.536
H 8.868 2.546 -2.446
H 7.696 0.407 -2.121
H 8.740 0.489 2.052
H 9.913 2.624 1.707
Br -6.143 -4.322 1.645
F -0.565 2.012 -3.476
*
```

E	-5181.95506	hartree
orbital gap	1.54	eV
HOMO level	-6.8710	eV



[3]
Molecular formula: C16H31Cl3O17P2S2
Method: DFT, wB97M-V/def2-TZVPD

```
! RIJCOSX wB97M-V def2-TZVPD def2/J DEFGRID3
* xyz 0 1
C 3.766 -1.087 0.655
C 2.460 -1.059 -0.151
C 2.328 0.055 -1.185
C 3.435 0.161 -2.231
C 3.526 -0.965 -3.260
C 2.218 -1.285 -3.968
Cl 4.239 -2.470 -2.560
O 2.234 1.310 -0.473
C 1.291 2.236 -0.980
C 0.142 2.359 0.036
O -1.159 2.502 -0.542
C -1.704 1.372 -1.217
Cl -3.438 1.314 -0.732
C -1.060 0.055 -0.792
P -1.630 -1.465 -1.627
O -2.757 -1.310 -2.547
O -0.317 -2.048 -2.348
O -1.910 -2.468 -0.419
P -1.621 1.621 -3.063
O -0.510 0.817 -3.609
O -1.519 3.205 -3.208
O -3.048 1.368 -3.700
C 1.967 3.601 -1.182
C 2.828 3.733 -2.405
O 3.961 4.011 -2.427
Cl 1.948 3.443 -3.917
H 3.641 -0.591 1.620
H 4.589 -0.601 0.129
H 4.082 -2.115 0.852
H 2.279 -2.020 -0.643
H 1.628 -0.907 0.555
H 1.394 -0.121 -1.737
H 3.227 1.056 -2.829
H 4.410 0.323 -1.764
H 4.262 -0.648 -4.003
H 2.365 -2.079 -4.702
H 1.844 -0.387 -4.472
H 1.430 -1.611 -3.281
H 0.911 1.868 -1.940
H 0.282 3.252 0.653
H 0.177 1.511 0.720
H 0.025 0.078 -0.919
H -1.263 -0.058 0.279
H 0.334 -2.414 -1.734
H -1.236 -2.450 0.275
H -0.974 3.606 -2.518
H -2.961 0.704 -4.402
H 1.221 4.404 -1.179
H 2.640 3.767 -0.333
O -3.655 -2.179 3.336
S -3.709 -0.861 2.805
O -2.592 -0.318 2.119
O -4.139 0.128 3.983
C -5.307 0.879 3.606
C -6.052 -0.057 2.673
O -5.002 -0.673 1.909
H -4.990 1.791 3.098
H -5.866 1.124 4.504
H -6.718 0.458 1.987
H -6.597 -0.830 3.217
O 0.065 -2.323 1.733
S 0.911 -2.013 2.836
O 2.239 -1.577 2.599
O 0.892 -3.256 3.823
C 0.494 -2.847 5.146
C -0.435 -1.675 4.890
O 0.195 -0.979 3.798
H 1.384 -2.555 5.705
H 0.003 -3.683 5.634
H -0.520 -0.995 5.732
H -1.424 -2.010 4.573
*
```

SMILES string	CC[C@H](C[C@H](C)Cl)O[C@@H](CO[C@](Cl)(CP(=O)(O)O)P(=O)(O)O)CC(=O)Cl.O=S1(=O)OCCO1.O=S1(=O)OCCO1
E	-4767.17141	hartree
orbital gap	9.91	eV
HOMO level	-9.8070	eV



[4]
Molecular formula: C16H31FeNP2Se
Method: DFT, wB97M-V/def2-TZVPD

```
! RIJCOSX wB97M-V def2-TZVPD def2/J DEFGRID3
* xyz 0 5
P -1.563 4.194 -1.259
P -1.770 3.353 -3.830
C -1.466 5.702 -2.369
C -2.181 5.251 -3.636
H -0.394 5.898 -2.522
H -1.900 6.577 -1.873
H -3.267 5.414 -3.548
H -1.836 5.805 -4.519
C -0.650 3.696 -5.279
H -0.432 2.801 -5.880
H 0.301 4.150 -4.977
H -1.160 4.421 -5.929
C -3.185 2.688 -4.794
H -3.288 3.210 -5.758
H -4.124 2.794 -4.234
H -3.026 1.624 -5.010
C -0.679 4.899 0.231
H -1.249 5.038 1.172
H -0.283 5.866 -0.087
H 0.175 4.249 0.439
C -3.715 3.982 -1.336
H -3.873 3.137 -2.029
H -4.163 4.873 -1.784
H -4.399 3.706 -0.479
Fe -2.757 4.076 0.401
C 1.762 -0.565 -3.534
C 2.615 0.468 -3.531
C 2.461 1.885 -4.047
C 1.533 2.681 -3.122
C 0.421 1.825 -2.737
C -0.755 1.553 -3.488
C -0.465 0.468 -4.556
C 0.294 -0.687 -3.880
C -3.418 4.390 2.257
H 2.158 -1.526 -3.140
H 3.635 0.296 -3.130
H 2.073 1.926 -5.066
H 3.443 2.369 -4.044
H 2.092 2.919 -2.199
H 1.215 3.635 -3.571
H 0.560 1.254 -1.825
H -1.503 1.111 -2.798
H 0.075 0.881 -5.415
H -1.425 0.090 -4.941
H -0.223 -0.821 -2.914
H 0.106 -1.610 -4.453
H -4.092 3.559 2.487
H -3.939 5.354 2.268
H -2.563 4.371 2.936
Se -0.998 -0.258 0.768
C -1.748 1.330 0.898
N -2.234 2.410 0.824
*
```

E	-5030.50177	hartree
<S²>	6.145
energy above the lowest of the compared OMol25 structures with the same formula, charge and spin	410.5	kJ/mol
orbital gap (alpha / beta)	5.86 / 5.13	eV
HOMO level (alpha / beta)	-6.6244 / -6.4746	eV



[5]
Molecular formula: C16H31N6OPdSSi
Method: DFT, wB97M-V/def2-TZVPD

```
! RIJCOSX wB97M-V def2-TZVPD def2/J DEFGRID3
* xyz 1 1
Pd 0.692 0.782 0.526
C 0.091 -1.218 3.707
C -0.538 0.120 3.514
C -1.308 0.748 4.476
C -1.842 2.010 4.214
C -1.639 2.638 3.004
C -0.878 1.946 2.065
N -0.343 0.738 2.341
N -0.555 2.256 0.773
Si 0.310 3.480 -0.113
C 1.404 2.390 -1.243
C -0.861 4.469 -1.159
C 1.358 4.557 0.978
H 1.179 -1.123 3.711
H -0.182 -1.881 2.885
H -0.221 -1.669 4.645
H -1.488 0.257 5.421
H -2.432 2.503 4.977
H -2.046 3.613 2.776
H 0.975 2.428 -2.246
H 1.587 1.289 -1.143
H 2.409 2.812 -1.264
H -1.450 3.818 -1.807
H -0.321 5.178 -1.790
H -1.550 5.040 -0.533
H 2.066 3.964 1.560
H 0.739 5.124 1.676
H 1.928 5.277 0.385
C 3.781 -2.615 0.686
S 2.053 -2.193 0.585
C 1.613 -3.139 -0.857
O 2.083 -0.745 0.110
H 4.263 -2.340 -0.251
H 3.865 -3.685 0.874
H 4.209 -2.057 1.516
H 1.658 -4.199 -0.610
H 2.299 -2.888 -1.665
H 0.602 -2.839 -1.120
C -4.122 0.104 1.928
C -4.745 0.648 0.647
C -4.285 2.074 0.361
C -4.496 -0.276 -0.546
N -3.083 -0.384 -0.904
C -2.349 0.337 -1.758
N -1.114 -0.099 -1.733
N -1.109 -1.102 -0.826
N -2.279 -1.280 -0.327
H -4.389 0.736 2.775
H -3.033 0.082 1.859
H -4.463 -0.911 2.140
H -5.833 0.653 0.769
H -3.198 2.124 0.252
H -4.560 2.731 1.188
H -4.745 2.473 -0.546
H -5.016 0.087 -1.432
H -4.838 -1.287 -0.335
H -2.737 1.132 -2.370
*
```

E	-1847.40249	hartree
energy above the lowest of the compared OMol25 structures with the same formula, charge and spin	8.7	kJ/mol
orbital gap	7.93	eV
HOMO level	-11.0513	eV



[6]
Molecular formula: C16H31N7S2Tl
Method: DFT, wB97M-V/def2-TZVPD

```
! RIJCOSX wB97M-V def2-TZVPD def2/J DEFGRID3
* xyz 1 1
Tl 1.291 2.247 0.361
C 4.048 -3.001 -1.065
S 2.922 -3.039 0.339
C 2.455 -1.324 0.520
S 2.288 -0.310 -0.862
N 2.256 -1.074 1.772
N 1.851 0.212 2.082
C 1.709 0.375 3.337
C 1.290 1.663 3.912
C 1.033 1.758 5.274
C 0.626 2.977 5.795
C 0.493 4.057 4.941
C 0.776 3.871 3.594
N 1.163 2.708 3.088
H 4.328 -4.039 -1.246
H 3.590 -2.563 -1.952
H 4.945 -2.429 -0.837
H 1.890 -0.457 4.016
H 1.153 0.890 5.908
H 0.419 3.079 6.852
H 0.183 5.028 5.302
H 0.690 4.695 2.893
N -2.207 0.938 -1.586
C -3.604 0.846 -1.151
C -3.993 1.978 -0.207
C -3.442 1.923 1.220
C -1.960 2.240 1.418
N -1.012 1.183 1.058
H -2.065 1.788 -2.120
H -1.950 0.156 -2.179
H -3.733 -0.112 -0.638
H -4.301 0.847 -1.996
H -5.083 1.982 -0.142
H -3.720 2.936 -0.666
H -3.657 0.941 1.658
H -4.006 2.647 1.814
H -1.790 2.483 2.469
H -1.704 3.144 0.852
H -1.257 0.812 0.137
H -0.996 0.448 1.752
N 1.343 -3.361 -3.830
C 0.658 -3.670 -2.521
C -0.660 -2.911 -2.467
N -0.498 -1.483 -2.666
C 0.180 -1.188 -3.916
C 1.532 -1.879 -4.038
H 0.784 -3.740 -4.597
H 2.248 -3.830 -3.862
H 1.326 -3.341 -1.723
H 0.528 -4.750 -2.467
H -1.117 -3.098 -1.495
H -1.351 -3.300 -3.224
H 0.042 -1.085 -1.897
H 0.344 -0.114 -3.999
H -0.468 -1.479 -4.751
H 2.199 -1.538 -3.246
H 1.994 -1.739 -5.015
*
```

E	-1980.20808	hartree
energy above the lowest of the compared OMol25 structures with the same formula, charge and spin	36.3	kJ/mol
orbital gap	7.47	eV
HOMO level	-10.0818	eV



[7]
Molecular formula: C16H31O11PS2Si
Method: DFT, wB97M-V/def2-TZVPD

```
! RIJCOSX wB97M-V def2-TZVPD def2/J DEFGRID3
* xyz 0 1
C 6.375 -1.541 1.848
C 5.394 -1.450 2.980
O 5.546 -0.647 3.841
O 4.292 -2.226 2.997
C 4.400 -3.561 2.495
C 3.044 -4.233 2.677
Si 1.808 -3.922 1.303
O 0.980 -5.343 1.087
C 0.638 -2.535 1.786
C -0.278 -2.683 2.834
C -1.118 -1.639 3.207
C -1.045 -0.428 2.528
C -0.160 -0.270 1.471
C 0.678 -1.321 1.098
P 2.900 -3.468 -0.621
O 1.673 -3.180 -1.707
O 3.606 -2.004 -0.321
H 7.378 -1.585 2.252
H 6.288 -0.625 1.273
H 6.237 -2.378 1.175
H 5.137 -4.103 3.087
H 4.736 -3.598 1.464
H 3.232 -5.304 2.741
H 2.648 -3.927 3.642
H 0.158 -5.183 0.609
H -0.334 -3.624 3.363
H -1.825 -1.757 4.010
H -1.673 0.402 2.814
H -0.102 0.660 0.928
H 1.346 -1.152 0.267
H 1.746 -2.287 -2.066
H 4.316 -1.857 -0.953
C -3.681 -2.460 -2.700
C -3.307 -1.046 -3.096
O -4.185 -0.048 -2.530
S -4.042 0.269 -0.979
C -5.038 1.716 -0.936
O -2.677 0.619 -0.718
O -4.673 -0.762 -0.218
H -3.549 -2.622 -1.632
H -3.052 -3.172 -3.234
H -4.726 -2.659 -2.938
H -2.275 -0.815 -2.824
H -3.397 -0.920 -4.173
H -4.569 2.496 -1.529
H -5.099 2.023 0.106
H -6.026 1.469 -1.315
C -0.655 7.683 -1.609
C -1.579 6.794 -2.416
O -1.178 5.407 -2.408
S -1.424 4.569 -1.077
C -1.102 2.976 -1.733
O -2.811 4.674 -0.727
O -0.418 4.902 -0.117
H -0.697 7.443 -0.548
H -0.944 8.727 -1.734
H 0.377 7.558 -1.935
H -2.612 6.874 -2.073
H -1.560 7.085 -3.464
H -1.858 2.741 -2.475
H -1.158 2.277 -0.906
H -0.106 2.967 -2.169
*
```

SMILES string	CC(=O)OCC[Si@@](O)(c1ccccc1)P(O)O.CCOS(C)(=O)=O.CCOS(C)(=O)=O
E	-2883.19501	hartree
orbital gap	8.25	eV
HOMO level	-8.1102	eV



[8]
Molecular formula: C16H31O4PPt
Method: DFT, wB97M-V/def2-TZVPD

```
! RIJCOSX wB97M-V def2-TZVPD def2/J DEFGRID3
* xyz 4 5
Pt -0.370 0.293 1.000
C 1.449 -0.164 1.780
O 2.468 -0.455 2.274
C -1.142 -1.088 2.117
O -1.613 -1.951 2.766
C -2.270 0.748 0.429
O -3.386 0.994 0.187
C 1.298 -2.574 -0.742
P 0.198 -1.081 -0.961
H 1.078 0.064 -2.992
H 2.227 -2.114 -0.383
C -1.093 -1.610 -2.203
H -0.573 -2.180 -2.983
C 1.594 -3.339 -2.038
H 1.915 -2.676 -2.849
H 0.712 -3.890 -2.381
H 2.392 -4.071 -1.866
C 0.806 -3.505 0.375
H -0.111 -4.031 0.093
C 0.707 1.520 -1.426
H 0.605 -2.948 1.292
H 1.573 -4.259 0.585
C 2.748 0.063 -1.627
H 0.854 1.612 -0.317
H 1.287 2.364 -1.821
H -0.343 1.675 -1.678
C 1.246 0.162 -1.912
H 3.269 0.901 -2.104
H 3.181 -0.863 -2.015
H 2.950 0.111 -0.551
C -1.780 -0.404 -2.857
H -2.261 0.229 -2.106
H -2.560 -0.758 -3.542
H -1.082 0.206 -3.437
C -2.131 -2.509 -1.515
H -2.578 -1.990 -0.660
H -1.691 -3.441 -1.151
H -2.930 -2.765 -2.221
H 2.874 4.194 -1.707
H 2.739 4.654 -1.139
C -1.661 2.478 3.835
C -1.160 3.697 3.124
C -0.598 3.042 1.871
O -0.001 1.821 2.292
C -0.472 1.570 3.611
H -1.922 2.631 4.905
H -2.543 2.071 3.292
H -0.319 4.133 3.714
H -1.917 4.486 2.939
H -1.435 2.858 1.184
H 0.130 3.711 1.368
H 0.350 1.857 4.306
H -0.711 0.524 3.846
*
```

E	-1387.79867	hartree
<S²>	6.016
orbital gap (alpha / beta)	7.63 / 4.21	eV
HOMO level (alpha / beta)	-21.9558 / -23.8191	eV



What is the formula in the second record? C16H31BeBrFLiMgN2O10S2



E of number 8 (C16H31O4PPt)? -1387.79867 hartree



The lowest E belongs to which entry? C16H31BeBrFLiMgN2O10S2